(1)
DFT (ωB97M-V/def2-TZVPD) results for a 2-piece molecular cluster, C13H25BO4 overall.

Calculated values
Energy relative to the best compared isomer or geometry (same formula, charge and spin) in kJ/mol: 0.0
Net charge: 0
LUMO in eV: 0.563
HOMO energy in eV: -10.000
Molar mass in g/mol: 256.2
SMILES string: CCBCCCCCOC(C)=O.O=C1CCCO1

Geometry as XYZ:
```
43
Properties=species:S:1:pos:R:3:forces:R:3
H 0.864532 -0.550947 -0.538288 -0.21 0.10 -0.17
H 2.794888 3.682688 -1.725709 -0.10 -0.03 0.04
H -1.998015 -0.314869 0.647894 0.00 -0.23 -0.17
H -3.076400 0.972097 0.047186 -0.05 -0.08 -0.31
H 0.163414 -3.986394 1.005876 -0.04 -0.25 -0.12
H 2.505334 3.685286 -3.474740 0.00 -0.01 -0.01
B 1.230936 -2.094872 0.965190 -0.16 0.02 -0.16
H -4.022156 -0.984369 -0.406321 0.13 0.13 -0.15
C -2.568763 0.568307 0.916414 -0.11 0.18 0.44
H -5.180676 -2.102217 0.297885 -0.24 -0.12 0.07
O 1.727889 2.074865 -2.449751 -0.02 0.06 0.07
H 3.457990 1.154278 -4.635869 0.00 -0.06 -0.03
C 2.100450 0.904779 -3.016411 0.19 -0.14 -0.26
H -1.457127 -1.746451 2.238829 -0.14 0.15 0.11
H -1.483548 1.470864 2.533946 -0.02 -0.14 0.26
H -0.024014 -0.186445 2.134978 -0.10 -0.07 0.24
O 1.381240 -0.045929 -3.076511 -0.24 -0.07 0.13
H 4.795084 2.816300 -3.401026 -0.05 0.03 -0.03
C 4.042368 2.264567 -2.842172 0.01 -0.11 -0.06
O -3.544083 0.219238 1.914607 -0.15 -0.52 0.02
H 1.361253 0.877286 2.023785 0.16 -0.08 0.36
O -4.801444 -1.438641 2.746636 1.29 1.29 -2.12
C -1.611652 1.601523 1.465551 0.34 0.14 -0.22
H -3.480651 -2.435951 0.455039 0.26 -0.12 -0.07
C 0.606049 0.361759 1.444772 -0.20 0.23 -0.81
H -0.255387 -2.584054 3.169333 -0.03 -0.20 0.36
H 0.252563 2.396064 0.796310 0.23 0.20 -0.31
C 2.762609 3.060892 -2.616616 0.09 0.06 -0.01
H 2.243437 -2.643450 1.303575 0.00 0.04 0.14
C 3.513887 1.019408 -3.554985 0.14 0.34 0.34
H -0.438085 1.163721 -0.275444 0.11 0.16 -0.37
C -4.211986 -0.952072 1.775250 -1.17 -0.85 2.05
H 4.080973 0.122229 -3.327613 -0.08 -0.11 -0.13
H 4.474237 1.982666 -1.881250 0.00 0.01 0.01
C 1.296536 -0.603670 0.458083 0.54 -0.63 0.53
C -4.214601 -1.638478 0.431132 -0.11 0.11 0.22
H 2.348337 -0.345351 0.372404 0.14 0.29 -0.25
C -0.919233 -2.685368 2.318017 0.24 0.46 -0.48
H -0.711412 -2.718457 0.154151 -0.22 -0.02 -0.15
C -0.102985 -2.933781 1.030962 0.25 0.05 0.12
C -0.255432 1.441433 0.755340 -0.41 -0.10 0.83
H -1.655466 -3.456650 2.492142 -0.07 -0.29 0.15
H -1.990888 2.608168 1.327420 -0.25 0.15 -0.07
```
Positions in Å, forces in eV/Å.

=====

(2)
DFT (ωB97M-V/def2-TZVPD) results for C13H25ClIN2P2Y as an isolated structure.

Calculated values
Energy relative to the best compared isomer or geometry (same formula, charge and spin) in kJ/mol: 0.0
Net charge: +2
LUMO (spin up / spin down) in eV: -9.223 / -9.224
HOMO energy (spin up / spin down) in eV: -11.677 / -11.669
Molar mass in g/mol: 522.6

Geometry as XYZ:
```
45
Properties=species:S:1:pos:R:3:forces:R:3
H 2.853972 -3.180865 -2.559134 0.15 -0.28 0.46
H 0.671493 -1.504973 2.607347 -0.71 0.16 0.47
C -0.040938 4.230327 0.369308 -0.36 0.48 0.22
H -0.683346 0.904310 -1.436402 -0.19 -0.08 0.89
H 2.422880 4.620537 -1.809823 -0.23 -0.53 0.20
C 2.149847 -3.509569 -1.751049 0.15 0.22 0.16
H -3.509137 0.696692 4.020775 0.33 -0.13 0.15
H -1.385332 1.380210 0.116731 -0.64 0.59 0.49
I 1.074318 0.733678 0.392029 2.46 -1.03 1.06
N 1.917943 -0.414804 5.600413 -2.20 -0.08 -1.33
C -0.773548 0.655944 -0.353098 -1.60 -1.32 -2.77
C -0.582044 -3.631536 -2.534085 -0.04 -0.06 -0.63
Cl 1.473110 -0.771577 -5.832576 -0.14 -1.46 1.26
H -1.545925 -3.462651 -2.054245 -0.22 0.07 -0.29
C 0.138973 -3.282195 0.112159 -0.04 -0.51 0.38
C -2.389696 -0.324642 2.498329 -0.15 0.02 0.73
H -3.107612 -0.108074 1.697526 0.05 -0.32 0.46
H -1.209910 -0.349500 -0.281184 0.11 0.28 0.38
H 0.628912 4.007336 1.209291 -0.04 0.03 -0.25
P 0.564677 -2.532414 -1.543066 0.07 -0.26 0.58
H -1.633295 0.382122 5.750073 -0.16 -0.09 -0.35
C -0.690827 3.752384 -2.466972 0.45 -0.53 -1.03
H -0.468434 3.055194 -3.337053 -0.22 0.82 0.93
H -0.882533 -3.023695 0.439302 0.43 0.19 -0.26
C -0.368850 -0.570790 4.312721 1.15 -0.13 -1.38
C -0.276784 -1.085099 2.992265 -0.90 0.05 0.67
H 2.364317 2.955349 -2.445856 -0.02 0.11 0.14
C -1.571102 -0.001764 4.729608 0.38 0.34 0.45
H -0.059054 5.322097 0.217042 0.05 -0.37 0.00
N -1.324905 -1.041587 2.149749 1.04 0.29 -0.06
H 2.684978 -3.268282 -0.818207 0.17 0.00 -0.46
H -0.778355 -3.359148 -3.630734 -0.26 -0.43 0.92
H 0.223261 -4.397052 0.061426 -0.04 0.80 -0.19
C 2.154747 3.572401 -1.562471 0.37 0.76 -0.25
H -0.354674 -4.697998 -2.410937 -0.07 0.11 -0.33
H -0.591821 4.777680 -2.840254 0.01 -0.08 0.17
H -1.059827 3.914813 0.688361 0.58 0.19 -0.29
C 0.893733 -0.472710 5.037420 1.25 -0.18 1.35
H 2.811583 3.217788 -0.753074 -0.25 0.16 -0.21
H -1.737683 3.568820 -2.189329 0.31 0.08 0.10
Y 1.317835 -2.651506 -4.240002 -0.01 1.66 -0.55
P 0.431807 3.248531 -1.095290 -0.61 0.49 -0.33
H 1.987817 -4.591575 -1.750753 0.16 0.05 -0.22
C -2.580343 0.170935 3.801367 -0.28 -0.16 -0.84
H 0.839774 -2.933159 0.892351 -0.28 0.08 -0.58
```
Positions in Å, forces in eV/Å.

=====

(3)
DFT (ωB97M-V/def2-TZVPD) results for C13H25ClN5O7PTi as an isolated structure.

Calculated values
Energy relative to the best compared isomer or geometry (same formula, charge and spin) in kJ/mol: 27.4
Net charge: +2
LUMO (spin up / spin down) in eV: -5.454 / -5.458
HOMO energy (spin up / spin down) in eV: -12.064 / -14.833
Molar mass in g/mol: 477.7
Multiplicity: 3

Geometry as XYZ:
```
53
Properties=species:S:1:pos:R:3:forces:R:3
H -3.648961 1.616739 -1.993667 0.01 -0.01 0.00
P -2.496520 -0.891688 -0.802633 -0.10 -0.10 -0.06
H 3.312991 1.566103 0.358921 0.01 0.00 0.00
H -3.628868 -2.348038 0.815567 0.00 0.01 -0.01
O -0.436383 -0.910207 2.173372 -0.02 0.04 0.01
C 1.023745 4.312776 -0.052224 0.00 0.00 0.01
C 2.841664 2.062049 -1.705433 0.01 -0.01 -0.03
N 1.571316 -4.419317 -0.210523 0.00 -0.01 -0.02
H -1.275516 -3.652561 -0.354904 0.01 -0.01 -0.03
H 1.310624 4.965348 -0.866405 0.00 -0.01 0.00
H -4.134544 2.314170 -0.574789 -0.01 0.00 0.00
H -2.581878 -3.331206 -1.312206 0.01 -0.01 0.00
C 0.958480 2.942513 -0.262201 -0.01 0.02 0.05
H -1.920976 -2.148081 1.272609 0.00 0.02 0.00
H 0.145937 4.303180 3.209611 0.00 -0.01 0.00
H -4.849729 -0.123858 -0.958498 0.00 0.01 0.01
H 3.108505 -0.848222 -0.469215 0.02 0.00 -0.04
N 0.611983 2.092666 0.723087 0.01 0.01 -0.05
H 1.299690 -4.898582 -2.291607 0.00 0.00 0.00
H 2.008376 -5.262705 0.128584 0.00 0.00 0.01
N -3.563094 1.569081 -0.975744 0.00 0.00 0.02
O -1.352508 0.063056 -0.530783 0.11 0.02 0.02
C 1.315654 -3.322521 0.525846 -0.04 0.00 0.02
O 1.003461 -2.215771 3.537668 0.01 -0.03 -0.02
C 0.329371 2.600501 1.933674 0.00 -0.02 0.01
C -2.610403 -2.258096 0.438285 -0.01 0.01 0.05
C 1.338565 2.347168 -1.589246 -0.03 -0.01 -0.02
C 0.731166 4.827021 1.199836 0.00 0.01 -0.01
H 3.046026 1.640027 -2.690686 0.00 0.01 0.00
H 3.398837 2.998800 -1.635114 0.01 0.00 0.00
O 2.554860 -0.080483 -0.647375 -0.05 -0.02 0.03
H 1.523482 -3.247139 1.582709 0.02 -0.01 -0.01
O 1.813948 -0.391530 2.249997 0.05 0.01 -0.05
O 0.472761 -0.005405 4.174546 0.01 -0.01 0.01
N 0.767107 -2.378277 -0.221997 0.04 0.02 -0.04
H 0.784033 5.892294 1.381260 0.00 0.00 0.00
H -2.740064 -4.337301 0.053349 -0.01 0.00 -0.01
H -2.568198 1.715088 -0.738157 0.01 0.01 -0.01
H -4.116866 0.302193 0.610888 0.00 0.00 0.01
Cl 0.729075 -0.893346 3.110217 -0.06 0.05 0.04
O -2.630464 -1.585765 -2.106605 -0.01 0.01 -0.01
H 4.400721 0.855006 -0.846276 0.00 0.00 0.01
C 1.178638 -4.175443 -1.504220 0.00 -0.01 0.00
C 0.685381 -2.906845 -1.503072 0.01 0.02 0.02
H 0.765372 1.428158 -1.763286 0.01 0.00 0.00
C 3.367850 1.128221 -0.638985 0.00 0.00 0.02
H 0.291432 -2.335253 -2.327770 0.00 -0.01 0.00
C 0.375464 3.951975 2.213906 0.00 0.00 0.02
H 0.069322 1.890173 2.707937 0.00 0.00 0.00
H 1.055367 3.029675 -2.391212 0.00 0.00 0.00
C -3.942080 0.208180 -0.460119 -0.02 -0.02 -0.03
Ti 0.595450 -0.147663 0.352281 0.03 0.02 0.07
N -2.289586 -3.506851 -0.329196 -0.01 0.03 0.02
```
Positions in Å, forces in eV/Å.

=====

(4)
DFT (ωB97M-V/def2-TZVPD) results for a 2-piece molecular cluster, C13H25F4INO11P2S3 overall.

Calculated values
Net charge: +1
LUMO in eV: -5.649
HOMO energy in eV: -12.019
Molar mass in g/mol: 732.4

Geometry as XYZ:
```
60
Properties=species:S:1:pos:R:3:forces:R:3
C 2.044168 1.589308 -0.081709 0.09 -0.77 -0.35
H -0.195482 1.268855 -0.106511 0.44 -0.29 0.46
H -4.877112 -6.653922 0.119510 0.02 0.09 0.04
O -3.322881 -2.731028 -0.432695 0.82 -0.37 -0.05
H -6.351100 -3.181885 2.077509 0.00 -0.08 -0.01
O 3.035195 1.574707 2.591789 -0.01 -0.69 -0.45
C 4.199542 -0.811260 1.007402 -0.23 -0.12 -0.37
H 2.048786 -0.890563 0.560928 -0.09 0.42 0.10
C -2.708863 -4.555926 2.844431 0.04 0.04 0.17
C 0.302337 3.036668 -1.095240 0.53 -0.27 0.20
F 4.610457 3.215308 -2.001046 -0.20 -0.04 -0.03
O 2.970958 0.680012 -0.541319 -0.60 -0.06 0.23
N 2.564228 2.905432 -0.634120 0.11 0.42 -0.36
O -4.849084 -4.181834 1.118350 0.08 -0.13 -0.03
H -6.405957 -3.090713 0.305004 0.04 0.07 -0.03
H -0.256204 3.557024 -0.304278 0.24 -0.07 0.23
P 1.692116 1.743397 1.768472 -0.87 1.85 1.61
O 4.914560 2.483610 0.283515 -0.19 -0.66 -0.65
H 3.112272 -1.330628 -0.735310 -0.29 0.14 -0.17
O 0.802485 5.130975 -3.116775 -0.87 -0.62 0.81
C 0.641423 1.551812 -0.748529 -1.38 0.47 -0.92
H -5.217367 -2.124364 1.221101 0.03 -0.01 -0.08
O -3.794469 -5.106341 -0.764813 2.62 -0.94 1.33
I -2.528889 0.788737 -1.724894 0.03 -0.08 -0.16
C -5.751254 -3.073022 1.175715 -0.10 0.03 0.19
O -2.630252 -3.640728 1.726997 1.31 -2.18 -1.15
C 1.648973 3.624674 -1.174877 -0.91 0.57 0.42
C 1.016499 6.527072 -0.855776 -0.02 -0.34 -0.05
P -3.427194 -3.979058 0.344275 -4.56 3.48 -0.08
H 4.983473 -1.353556 0.481706 0.03 0.10 -0.07
C -3.910978 -6.490443 -0.356045 -0.24 -0.10 -0.08
S 0.890490 3.449259 2.182212 0.11 -0.02 -0.37
H 1.400887 0.160561 -2.299565 0.04 -0.06 0.24
C 0.494270 0.713393 -2.043207 -0.04 -0.03 -0.02
F 1.528178 7.677324 -1.181593 0.44 0.30 0.03
C 2.988083 -0.621673 0.083107 1.03 -0.80 -0.16
H -3.841405 -7.104951 -1.248858 0.03 0.10 -0.05
H -3.110866 -6.775969 0.326196 0.02 -0.04 -0.03
C -0.520445 -1.349346 -0.897100 0.35 0.14 -0.28
H -0.876393 -2.299807 -1.283288 -0.34 0.02 0.25
F -0.276978 6.548453 -1.060627 -0.38 -0.19 0.14
S 4.240322 3.402691 -0.535610 0.99 0.55 2.23
H -1.052504 -1.122268 0.026148 -0.06 -0.12 0.01
H 0.354686 0.037183 1.521606 -0.21 -0.19 0.27
H -3.454328 -4.190325 3.547326 -0.04 0.02 -0.07
O 3.046459 5.605091 -2.507941 0.53 -0.17 1.37
H -0.704807 -0.774594 -2.938862 -0.34 0.20 -0.10
H 0.309436 1.378631 -2.887451 0.13 0.05 0.00
S 1.744922 5.258135 -2.050414 0.49 0.82 -3.03
H 4.604148 0.149947 1.305833 -0.06 -0.08 0.33
H 2.892404 2.003239 3.452643 0.26 0.07 0.00
H -0.303287 3.203355 -1.984974 0.24 -0.17 -0.22
C -0.674941 -0.270408 -1.976308 0.42 -0.33 0.16
H -1.735984 -4.585657 3.329503 0.03 0.06 -0.08
F 1.294309 6.177299 0.378908 0.13 0.03 0.32
O 0.698894 0.582894 2.245158 0.74 -0.48 -1.03
O 4.229772 4.752642 -0.144382 -0.45 0.21 -0.85
H 0.544955 -1.490273 -0.697041 0.01 0.00 0.04
H 3.908323 -1.434190 1.850929 0.09 0.25 0.23
H -2.978981 -5.562969 2.534910 -0.04 0.00 0.02
```
Positions in Å, forces in eV/Å.

=====

(5)
DFT (ωB97M-V/def2-TZVPD) results for C13H25GaNO11 as an isolated structure.

Calculated values
Net charge: -1
LUMO in eV: 2.522
HOMO energy in eV: -4.198
Molar mass in g/mol: 441.1

Geometry as XYZ:
```
51
Properties=species:S:1:pos:R:3:forces:R:3
C 0.131322 -2.223959 4.462544 0.11 -0.01 -0.12
H -4.329567 2.215885 -4.467619 -0.04 0.01 0.01
C 0.958466 0.148078 -2.680631 -0.71 0.00 -0.83
H -3.203291 3.536785 -1.949622 -0.01 -0.03 0.02
H -0.974410 -4.376309 6.474584 -0.04 0.14 0.02
H 1.242721 4.424621 0.652135 -0.05 0.02 -0.05
H 1.528437 1.070947 -2.687892 0.06 0.12 0.20
H -0.016052 0.345931 -3.131618 -0.08 0.28 -0.07
C -3.932734 3.502295 -2.754827 0.16 0.10 0.06
C -3.963097 2.156459 -3.440483 0.15 -0.02 -0.11
O -1.064825 3.093011 -0.253410 0.06 0.08 -0.08
H 4.249736 -2.150701 1.097708 0.08 0.02 -0.23
H 2.377450 -1.216508 2.648376 -0.02 0.00 -0.05
O -0.901816 -2.737468 5.206460 0.07 -0.05 0.01
O 2.208097 -1.937988 -2.670465 -0.10 -0.45 -0.45
H -1.107490 -4.730874 4.738516 0.04 0.00 -0.02
H -3.000028 1.654112 -3.431289 -0.05 -0.09 0.15
C -0.152132 2.756021 0.809821 0.12 -0.21 0.20
O -6.735767 2.058640 -1.468331 -0.03 -0.01 -0.01
C -0.612929 -4.105100 5.484959 -0.07 -0.08 0.02
H 2.506670 -0.483679 -4.015700 0.19 -0.14 -0.08
O -4.923786 1.437380 -2.654231 -0.03 0.07 -0.03
H 4.799358 0.884277 1.436368 0.06 0.10 -0.24
H 0.324120 -2.411359 -0.006174 -0.03 -0.44 0.13
H -0.082078 1.670353 0.882190 0.05 -0.01 -0.05
C -5.735619 2.335764 -2.049963 0.03 0.02 0.02
H 1.920712 -3.195734 0.097726 0.14 -0.06 -0.03
C 1.357736 -2.392399 -0.391387 -0.38 0.71 -0.42
H 2.023703 2.825967 0.628122 0.00 -0.11 -0.09
C 1.139156 3.385303 0.332943 0.15 -0.09 0.25
O 1.161645 -3.107390 4.431543 -0.12 -0.01 0.08
Ga 3.128075 -0.994465 1.258220 0.14 -0.05 0.44
H -3.750101 4.328721 -3.435728 -0.14 0.05 0.03
C 0.896680 -4.148099 5.364237 0.07 -0.09 0.05
O 1.875320 -1.127493 -0.156623 0.25 -0.08 0.31
C 1.664813 -0.941268 -3.499431 0.23 0.66 0.60
C 1.243246 -2.662181 -1.927314 0.51 -0.19 0.36
H 1.272008 -5.096845 4.988092 0.05 0.07 -0.13
H 1.396290 -3.913783 6.307532 -0.03 0.01 0.01
O -0.805266 3.427581 -2.463258 -0.12 0.10 -0.14
H 1.435667 -3.716494 -2.144684 -0.14 -0.15 0.13
O -5.256282 3.591399 -2.198698 -0.01 -0.10 -0.09
H -0.505175 3.157405 1.755432 -0.14 0.08 -0.10
O 0.976550 3.357275 -1.092336 -0.16 0.15 -0.12
H 1.009218 -1.338718 -4.284507 -0.12 -0.31 0.15
N 3.816936 0.816628 1.210305 -0.55 0.04 0.10
O 0.115414 -1.171324 3.929976 -0.31 0.07 0.20
H 3.628184 1.305078 0.344534 0.37 -0.09 -0.17
H 0.225329 -2.446016 -2.252881 -0.06 0.21 -0.22
C -0.337944 3.309204 -1.371507 0.20 -0.24 0.16
H 0.777329 -0.168969 -1.661714 0.29 -0.01 0.18
```
Positions in Å, forces in eV/Å.